Entry 1:
Entry from the Open Molecules 2025 dataset: a cluster of 2 separate species, C5H9ClN2O2S in total in a non-equilibrium geometry (ωB97M-V/def2-TZVPD).

Values from the calculation:
* Kohn-Sham gap: 9.3 eV
* electronic energy: -1314.10427 Eh
* relative energy (zero: lowest compared OMol25 entry of this formula, charge and spin): 23.9 kcal per mole
* total charge: 0

Geometry (Å):
O: -1.917 -0.472 0.925
N: -0.822 1.925 -0.556
H: 1.895 1.939 0.978
H: -2.522 2.289 -1.602
O: 0.263 -0.487 2.173
N: 0.085 1.447 0.064
C: 1.747 -1.324 -0.136
C: 0.821 2.243 1.011
S: -0.600 -0.953 1.151
H: 0.778 3.297 0.831
H: 0.485 1.991 1.997
H: 2.285 -1.623 -1.008
C: -0.394 -1.759 -1.493
C: 0.441 -1.329 -0.291
H: 0.052 -1.881 -2.417
Cl: -0.929 -2.868 1.715
H: -1.087 -2.681 -1.194
C: -1.503 2.198 -1.457
H: -1.093 -0.886 -1.561
H: 2.014 -1.066 0.870


Entry 2:
Entry from the Open Molecules 2025 dataset: the ion C5H9ClN4 with charge +2 in a non-equilibrium geometry (ωB97M-V/def2-TZVPD).

Values from the calculation:
* Kohn-Sham gap (spin up / spin down): 6.6 / 6.6 eV
* electronic energy: -874.36152 Eh
* relative energy (zero: lowest compared OMol25 entry of this formula, charge and spin): 41.9 kcal per mole
* total charge: +2

Geometry (Å):
N: 1.303 -1.629 -0.149
N: -1.059 -1.926 -0.117
C: -1.542 -0.792 0.311
H: 2.114 -2.172 -0.302
H: -0.371 2.852 -1.302
H: 0.879 0.699 -1.552
H: -2.861 0.725 1.027
N: -2.316 -0.032 0.773
N: -0.515 2.834 -0.342
H: 1.189 -0.163 1.424
H: 0.223 -3.148 -1.050
Cl: 3.297 0.055 0.306
H: -1.099 3.656 0.060
C: 1.570 -0.260 0.393
C: 0.239 -2.353 -0.294
H: -0.081 1.751 1.279
C: 0.062 1.809 0.226
H: -1.812 -2.744 -0.341
C: 0.780 0.838 -0.351


Entry 3:
Entry from the Open Molecules 2025 dataset: an isolated molecule of C5H9ClO in a non-equilibrium geometry (ωB97M-V/def2-TZVPD).

Values from the calculation:
* Kohn-Sham gap: 10.1 eV
* electronic energy: -731.20368 Eh
* relative energy (zero: lowest compared OMol25 entry of this formula, charge and spin): 95.5 kcal per mole
* total charge: 0

Geometry (Å):
O: -0.066 2.185 0.366
H: 0.394 0.465 -1.450
H: 1.220 -1.707 1.236
H: 2.882 -0.805 -1.481
H: 1.238 0.981 1.448
H: -0.707 -1.904 2.021
H: 1.586 -1.994 -0.859
H: -0.773 1.984 -0.461
Cl: -1.903 -0.295 -0.413
C: -0.282 -0.639 0.209
H: 2.313 1.509 -0.116
C: 1.096 1.331 0.298
H: 2.510 -1.135 0.156
C: 1.994 -1.027 -0.728
C: 0.050 -1.346 1.343
C: 0.842 0.038 -0.521


Entry 4:
Entry from the Open Molecules 2025 dataset: a structure of composition C5H9CsNaO4 in a non-equilibrium geometry (ωB97M-V/def2-TZVPD).

Values from the calculation:
* Kohn-Sham gap (spin up / spin down): 2.9 / 5.4 eV
* electronic energy: -679.13999 Eh
* relative energy (zero: lowest compared OMol25 entry of this formula, charge and spin): 47.5 kcal per mole
* 2S+1: 2
* ⟨S²⟩: 0.7562
* total charge: 0

Geometry (Å):
H: -1.264 -2.934 0.713
C: -0.337 -2.112 2.542
C: 1.238 -1.562 0.442
Cs: -2.080 1.837 1.168
O: -0.043 -0.912 1.880
H: 4.196 -2.881 -2.226
H: -1.185 -2.290 3.226
H: 2.636 -3.516 -1.710
H: -0.407 -4.153 1.748
O: 3.237 -1.718 0.167
O: 0.837 -0.764 -0.502
H: 4.130 -4.503 -1.528
H: 0.505 -2.358 3.221
C: 3.705 -3.491 -1.452
C: 3.948 -2.899 -0.067
O: 0.788 -2.870 0.668
Na: 2.840 -0.055 -1.231
H: 5.036 -2.751 0.082
H: 3.654 -3.653 0.691
C: -0.413 -3.114 1.387


Entry 5:
Entry from the Open Molecules 2025 dataset: a structure of composition C5H9ErO3 in a non-equilibrium geometry (ωB97M-V/def2-TZVPD).

Values from the calculation:
* Kohn-Sham gap (spin up / spin down): 8.3 / 8.4 eV
* electronic energy: -1436.04334 Eh
* relative energy (zero: lowest compared OMol25 entry of this formula, charge and spin): 0.0 kcal per mole
* 2S+1: 4
* ⟨S²⟩: 3.7530
* total charge: +2

Geometry (Å):
H: -1.228 1.046 -1.627
H: 1.469 -0.764 0.005
H: -1.248 -2.795 1.220
C: 1.775 0.304 -0.051
O: 1.687 1.090 1.083
H: 2.911 -0.052 -0.158
O: -0.575 -1.176 2.329
O: -1.004 0.429 0.337
C: -1.442 -0.893 0.138
Er: 0.133 0.820 2.331
C: -0.521 1.182 -0.798
C: 0.909 0.834 -1.208
H: -0.586 2.227 -0.473
H: -2.528 -0.954 -0.035
C: -1.043 -1.717 1.322
H: 1.351 1.718 -1.690
H: -0.949 -1.353 -0.738
H: 0.891 0.054 -1.986


Entry 6:
Entry from the Open Molecules 2025 dataset: an isolated molecule of C5H9F in a non-equilibrium geometry (ωB97M-V/def2-TZVPD).

Values from the calculation:
* Kohn-Sham gap: 10.7 eV
* electronic energy: -295.70512 Eh
* relative energy (zero: lowest compared OMol25 entry of this formula, charge and spin): 34.5 kcal per mole
* total charge: 0

Geometry (Å):
H: 1.073 -0.308 1.536
H: -1.846 1.449 0.882
H: -0.484 2.088 0.131
F: 2.988 0.002 0.011
C: 0.753 -0.588 0.562
H: -0.882 -2.140 -0.175
H: 1.513 -0.268 -1.327
H: -1.753 1.215 -0.865
C: -1.263 1.266 0.079
C: -0.606 -0.221 0.124
C: 1.712 0.168 -0.336
H: 1.115 -1.593 0.322
H: 1.486 1.311 -0.329
C: -1.354 -1.241 -0.206
H: -2.452 -1.138 -0.410


Entry 7:
Entry from the Open Molecules 2025 dataset: a cluster of 2 separate species, C5H9F3N3 in total in a non-equilibrium geometry (ωB97M-V/def2-TZVPD).

Values from the calculation:
* Kohn-Sham gap: 5.4 eV
* electronic energy: -659.39352 Eh
* relative energy (zero: lowest compared OMol25 entry of this formula, charge and spin): 92.2 kcal per mole
* total charge: +1

Geometry (Å):
F: 0.672 -2.305 0.190
H: -3.370 -0.674 -0.644
H: -3.497 0.681 0.559
F: -1.181 -2.543 -0.996
N: -1.628 0.236 0.105
H: -0.389 1.891 -0.361
N: 3.941 0.639 -0.034
H: -1.614 2.236 1.037
C: -1.422 1.638 0.011
H: 5.625 1.351 -0.554
C: -2.908 -0.214 0.251
C: -0.558 -0.534 -0.106
N: 2.896 0.748 0.349
H: -2.215 2.120 -0.597
F: -1.271 -2.483 1.134
H: 5.235 -0.586 -0.762
H: 0.346 0.002 -0.266
H: -3.140 -0.684 1.200
C: -0.587 -1.969 0.035
C: 5.065 0.449 -0.550


Entry 8:
Entry from the Open Molecules 2025 dataset: a cluster of 3 separate species, C5H9FN2 in total in a non-equilibrium geometry (ωB97M-V/def2-TZVPD).

Values from the calculation:
* Kohn-Sham gap: 9.4 eV
* electronic energy: -404.90980 Eh
* relative energy (zero: lowest compared OMol25 entry of this formula, charge and spin): 238.8 kcal per mole
* total charge: 0

Geometry (Å):
H: 1.553 -0.734 -1.450
C: 1.783 -0.349 -0.444
H: -0.591 1.093 -1.343
C: -2.489 -1.211 -0.307
C: 0.102 0.204 1.480
C: 0.496 0.267 0.077
H: 0.845 -0.529 2.108
H: 1.840 1.612 -1.027
H: -0.452 1.087 1.851
H: 2.696 0.426 -0.572
H: -0.062 2.500 0.718
F: 2.202 -1.669 0.144
H: -3.661 -1.365 -0.897
H: -1.940 -2.190 -0.397
N: -0.634 -0.617 0.499
C: 0.238 1.594 -0.491
N: -1.928 -0.119 0.051


Entry 9:
Entry from the Open Molecules 2025 dataset: the ion C5H9FN3 with charge +1 in a non-equilibrium geometry (ωB97M-V/def2-TZVPD).

Values from the calculation:
* Kohn-Sham gap: 8.5 eV
* electronic energy: -459.64134 Eh
* relative energy (zero: lowest compared OMol25 entry of this formula, charge and spin): 89.7 kcal per mole
* total charge: +1

Geometry (Å):
F: 1.563 1.326 -0.785
N: -1.324 2.249 -0.418
H: 0.088 -2.647 -0.779
H: 1.925 -0.819 1.460
N: 2.171 0.107 1.116
N: 0.957 -0.930 -0.512
C: -2.041 -0.141 0.055
C: -0.212 -1.695 -0.576
C: -1.436 -1.423 -0.098
C: 1.004 0.356 0.104
H: 2.336 0.811 1.872
H: -0.804 2.822 0.281
H: 2.895 -0.070 0.445
H: -1.714 2.779 -1.197
H: -2.226 -2.325 0.046
H: 1.490 -1.254 -1.286
C: -1.574 1.065 -0.058
H: -3.098 -0.213 0.330


Entry 10:
Entry from the Open Molecules 2025 dataset: a cluster of 2 separate species, C5H9FN3 in total in a non-equilibrium geometry (ωB97M-V/def2-TZVPD).

Values from the calculation:
* Kohn-Sham gap (spin up / spin down): 8.2 / 5.7 eV
* electronic energy: -459.58030 Eh
* relative energy (zero: lowest compared OMol25 entry of this formula, charge and spin): 14.5 kcal per mole
* 2S+1: 3
* ⟨S²⟩: 2.0355
* total charge: +1

Geometry (Å):
H: 1.380 -1.119 1.720
C: 1.574 -0.577 0.786
C: -0.584 -0.811 -1.009
H: -2.276 1.406 -0.267
N: -0.366 0.337 -0.140
H: -0.951 1.510 -1.544
H: 0.786 -1.951 -2.221
H: -0.682 2.387 0.073
H: 2.654 -1.871 -0.641
H: -2.392 -0.554 -1.385
F: -0.664 1.421 2.636
N: 0.638 0.468 0.632
C: 0.646 -1.610 -1.252
H: 0.059 0.901 2.459
H: 2.482 -0.177 1.086
C: 1.683 -1.396 -0.416
C: -1.152 1.536 -0.412
N: -1.669 -1.220 -1.539


Entry 11:
Entry from the Open Molecules 2025 dataset: an isolated molecule of C5H9FO in a non-equilibrium geometry (ωB97M-V/def2-TZVPD).

Values from the calculation:
* Kohn-Sham gap: 11.5 eV
* electronic energy: -370.99555 Eh
* relative energy (zero: lowest compared OMol25 entry of this formula, charge and spin): 11.3 kcal per mole
* total charge: 0

Geometry (Å):
H: 0.008 1.967 -1.049
C: 0.323 0.862 -1.221
H: 0.901 0.073 2.069
F: -2.313 0.819 -0.356
C: 0.492 -1.460 -0.212
H: 0.194 -1.976 -1.158
H: 0.117 -2.095 0.641
H: -0.225 0.477 -2.161
H: 1.600 -1.538 -0.211
C: 0.060 0.001 0.045
O: -2.151 -1.040 0.832
C: 0.489 0.693 1.279
H: 1.190 1.627 0.980
H: 1.398 0.684 -1.339
H: -0.528 1.110 1.631
C: -1.555 -0.205 0.229


Entry 12:
Entry from the Open Molecules 2025 dataset: an isolated molecule of C5H9FOS in a non-equilibrium geometry (ωB97M-V/def2-TZVPD).

Values from the calculation:
* Kohn-Sham gap: 9.5 eV
* electronic energy: -769.11993 Eh
* relative energy (zero: lowest compared OMol25 entry of this formula, charge and spin): 35.4 kcal per mole
* total charge: 0

Geometry (Å):
H: 1.092 2.066 -0.107
H: -0.948 2.109 1.335
F: -2.143 -0.902 0.396
O: 1.096 0.181 0.932
H: -0.525 -0.978 1.699
C: -0.997 -0.311 -0.046
H: 2.632 0.958 -0.419
H: -0.367 1.467 2.698
H: -1.219 0.606 -0.514
C: 1.532 0.966 -0.086
H: 0.368 -2.097 -0.558
H: -0.721 -1.661 -1.904
C: -0.135 -1.209 -0.991
S: 1.057 -0.057 -1.665
H: -1.925 0.753 1.968
C: -0.279 0.091 1.179
C: -0.916 1.190 1.851